Computed, not measured: 10 unconnected molecules or ions with the total composition C69H162B4F16N3O3P3 at a distorted geometry, with the ωB97M-V functional and the def2-TZVPD basis.

Last column: Löwdin charge in e.
Geometry (Å):
C: -0.2522 1.7132 -3.8282  -0.07
C: 0.1171 0.3501 -4.5352  -0.21
C: -0.8798 0.0328 -5.6763  -0.22
C: -2.3051 -0.2061 -5.1879  -0.25
P: -3.6141 -0.3373 -6.4719  1.07
C: -4.3749 1.3117 -6.4335  -0.27
C: -3.3956 2.4423 -6.3120  -0.27
C: -4.0325 3.8084 -6.0975  -0.23
C: -4.7984 3.8227 -4.7563  -0.10
C: -2.8832 -0.7556 -8.0542  -0.27
C: -3.6467 -1.6891 -8.9658  -0.26
C: -2.9839 -1.9010 -10.3487  -0.27
C: -3.7560 -2.6857 -11.3684  -0.11
C: -4.8501 -1.6108 -6.0530  -0.27
C: -5.5481 -1.4352 -4.6858  -0.22
C: -6.9966 -2.0068 -4.5996  -0.24
C: -7.0600 -3.5074 -4.8985  -0.09
H: 0.5809 2.0823 -3.2430  0.08
H: -1.0980 1.5053 -3.1859  0.04
H: -0.5426 2.4066 -4.5744  0.05
H: 0.2405 -0.4457 -3.7986  0.09
H: 1.1031 0.4677 -4.9735  0.10
H: -0.5480 -0.8609 -6.1902  0.10
H: -0.8324 0.9490 -6.3008  0.12
H: -2.6563 0.6092 -4.6098  0.05
H: -2.3079 -1.0497 -4.5145  0.07
H: -5.0553 1.2440 -5.5651  0.09
H: -5.0369 1.3276 -7.2807  0.10
H: -2.7450 2.4739 -7.2052  0.12
H: -2.7164 2.2111 -5.4447  0.10
H: -4.7210 4.0925 -6.9323  0.13
H: -3.2151 4.4972 -6.1199  0.10
H: -5.8294 3.5124 -4.8378  0.06
H: -4.8968 4.8848 -4.4895  0.08
H: -4.3292 3.2115 -4.0284  0.05
H: -1.9625 -1.2912 -7.8394  0.09
H: -2.7203 0.1834 -8.5632  0.10
H: -4.5756 -1.1743 -9.2193  0.11
H: -3.8923 -2.6724 -8.5963  0.11
H: -2.0643 -2.4467 -10.0631  0.12
H: -2.7813 -0.9202 -10.7689  0.11
H: -3.8911 -3.7110 -11.1147  0.06
H: -3.2317 -2.6837 -12.3329  0.08
H: -4.7954 -2.2495 -11.4347  0.10
H: -4.3181 -2.5464 -6.0224  0.07
H: -5.5625 -1.7342 -6.9105  0.12
H: -5.4917 -0.3653 -4.3861  0.09
H: -4.9009 -2.1128 -4.0673  0.09
H: -7.6945 -1.5841 -5.3090  0.10
H: -7.3058 -1.7648 -3.5738  0.10
H: -6.2849 -3.7440 -5.6893  0.09
H: -7.9918 -3.7732 -5.3542  0.06
H: -6.9363 -4.2112 -4.0980  0.07
C: 6.0242 -2.0365 -1.8221  -0.11
C: 5.3239 -2.3209 -0.5139  -0.23
C: 4.1544 -3.3236 -0.8101  -0.24
C: 4.8161 -4.5929 -1.3150  -0.30
P: 3.9634 -6.0651 -0.8211  0.98
C: 2.2181 -5.8885 -1.0504  -0.26
C: 1.8395 -5.6871 -2.5183  -0.25
C: 0.3486 -5.5253 -2.7341  -0.25
C: -0.4106 -6.8155 -2.4729  -0.07
C: 4.7332 -7.4993 -1.6396  -0.26
C: 4.2125 -8.8420 -1.1056  -0.26
C: 4.9561 -9.9199 -1.8547  -0.26
C: 4.9259 -11.3234 -1.2354  -0.07
C: 4.3306 -6.0828 0.9270  -0.24
C: 5.8904 -6.2042 1.3143  -0.19
C: 6.3438 -5.3021 2.4673  -0.27
C: 7.8730 -5.3094 2.6558  -0.10
H: 6.7644 -1.2200 -1.7789  0.09
H: 5.2583 -1.9086 -2.5706  0.08
H: 6.6093 -2.9090 -2.0889  0.06
H: 4.7710 -1.4496 -0.1845  0.10
H: 5.9888 -2.7651 0.2042  0.10
H: 3.5594 -2.8774 -1.6236  0.11
H: 3.5095 -3.4127 0.0774  0.10
H: 5.8678 -4.6099 -0.9424  0.10
H: 5.0039 -4.4921 -2.4284  0.13
H: 1.8906 -5.0056 -0.4444  0.10
H: 1.6755 -6.7113 -0.6096  0.10
H: 2.2697 -6.4569 -3.1269  0.10
H: 2.3640 -4.8359 -2.9859  0.11
H: 0.1937 -5.1610 -3.7546  0.08
H: 0.0213 -4.6568 -2.0513  0.13
H: -1.4633 -6.5501 -2.4715  0.07
H: -0.2854 -7.1791 -1.4611  0.07
H: -0.2003 -7.5039 -3.2704  0.08
H: 5.8094 -7.3917 -1.4719  0.10
H: 4.5099 -7.5171 -2.7251  0.11
H: 3.1234 -8.9367 -1.3159  0.12
H: 4.2710 -8.8371 0.0062  0.12
H: 5.9514 -9.6149 -1.9771  0.09
H: 4.4898 -9.8974 -2.8133  0.11
H: 5.3608 -11.2732 -0.2613  0.07
H: 5.3832 -12.0460 -1.8414  0.06
H: 3.9020 -11.6457 -1.1614  0.07
H: 3.7818 -6.8535 1.4978  0.11
H: 3.8451 -5.1625 1.2324  0.06
H: 6.4757 -5.9699 0.4570  0.07
H: 6.0390 -7.3098 1.5772  0.14
H: 5.8807 -5.5153 3.4236  0.10
H: 6.0315 -4.2782 2.3374  0.09
H: 8.2185 -6.3856 2.5431  0.09
H: 8.2490 -4.9582 3.6126  0.07
H: 8.3183 -4.7498 1.8302  0.07
C: 6.8845 2.7165 4.7589  -0.09
C: 7.1400 4.2076 4.3895  -0.24
C: 5.8720 4.9118 3.8713  -0.21
C: 4.8602 5.2390 5.0242  -0.23
P: 3.7876 6.7075 4.6411  1.00
C: 2.4634 6.9263 5.8965  -0.26
C: 1.6341 8.1949 5.9223  -0.25
C: 0.5504 7.9993 6.9960  -0.28
C: -0.2415 9.2059 7.4566  -0.09
C: 4.8548 8.1085 4.4461  -0.27
C: 4.2963 9.5232 4.1961  -0.23
C: 5.2939 10.6026 4.5443  -0.31
C: 5.0027 11.9124 3.9172  -0.11
C: 2.8392 6.5681 3.1025  -0.26
C: 2.1335 5.1793 2.9542  -0.23
C: 0.7849 5.1363 2.2258  -0.24
C: 0.9280 5.4308 0.7199  -0.08
H: 7.7314 2.3654 5.3861  0.08
H: 6.7722 2.1218 3.8674  0.06
H: 5.9936 2.6439 5.4112  0.07
H: 7.8740 4.2188 3.5647  0.11
H: 7.5382 4.7120 5.2966  0.11
H: 5.4208 4.4074 3.0855  0.08
H: 6.1582 5.9164 3.4821  0.09
H: 5.3033 5.4578 5.9682  0.08
H: 4.1574 4.4046 5.2772  0.11
H: 2.8881 6.7682 6.8961  0.11
H: 1.8344 6.0490 5.6225  0.10
H: 1.2243 8.4232 4.9446  0.11
H: 2.1713 9.1012 6.2035  0.10
H: 1.0771 7.5511 7.8480  0.11
H: -0.1474 7.2626 6.6397  0.10
H: 0.4474 10.0090 7.7092  0.08
H: -0.8868 8.9763 8.2876  0.07
H: -0.8491 9.5068 6.5933  0.08
H: 5.4871 7.7511 3.6545  0.08
H: 5.4204 8.0958 5.3812  0.11
H: 3.4102 9.7743 4.7843  0.09
H: 4.0176 9.6482 3.1304  0.13
H: 6.3449 10.3221 4.2990  0.13
H: 5.3298 10.6824 5.6168  0.11
H: 4.0039 12.2193 4.2808  0.09
H: 5.0049 11.8503 2.8474  0.07
H: 5.7119 12.6409 4.3349  0.09
H: 3.4815 6.7731 2.2457  0.10
H: 2.1328 7.4340 3.2015  0.10
H: 2.0399 4.7871 3.9794  0.08
H: 2.8804 4.4863 2.5016  0.12
H: 0.1048 5.7933 2.7622  0.10
H: 0.4066 4.1526 2.3281  0.09
H: -0.0052 5.2675 0.1532  0.08
H: 1.5474 4.6515 0.3122  0.07
H: 1.3333 6.4533 0.5694  0.08
C: 2.5513 -2.8783 7.9572  -0.01
N: 2.1252 -3.1965 6.5678  -0.34
C: 2.0362 -4.6831 6.4313  0.03
C: 0.7406 -2.5116 6.3501  0.04
C: 3.1953 -2.7984 5.5367  -0.07
C: 3.9307 -1.5050 5.8318  -0.22
O: 3.0248 -0.4578 6.1353  -0.08
H: 3.4566 -3.4452 8.2163  0.12
H: 1.7355 -3.1950 8.6087  0.11
H: 2.7938 -1.8181 8.0900  0.10
H: 1.9672 -4.9605 5.4161  0.07
H: 1.1580 -4.8439 7.0354  0.11
H: 3.0053 -4.9743 6.9055  0.12
H: 0.8296 -1.4523 6.6737  0.10
H: 0.0017 -2.9663 6.9966  0.09
H: 0.4833 -2.5319 5.2660  0.10
H: 2.7394 -2.8128 4.5121  0.14
H: 3.8329 -3.6782 5.6151  0.13
H: 4.4666 -1.3739 4.9055  0.12
H: 4.6609 -1.4815 6.6546  0.13
H: 2.6523 -0.0320 5.3314  0.08
C: 0.0556 -0.2081 2.8264  -0.05
C: -0.6594 0.1084 1.5447  -0.17
N: -0.6961 -0.9488 0.4663  -0.23
C: 0.6327 -0.8538 -0.2807  0.06
C: -0.8306 -2.3867 0.9913  -0.13
C: -2.0434 -2.5277 1.8502  -0.04
C: -1.8898 -0.5386 -0.4279  -0.10
C: -2.1835 -1.3857 -1.5873  -0.19
O: -3.0186 -2.4385 -1.1023  -0.18
C: -3.3827 -3.4202 -2.0693  -0.06
H: 0.1378 0.7837 3.2127  0.08
H: 1.0283 -0.6857 2.7599  0.08
H: -0.6546 -0.7705 3.4505  0.07
H: -0.3879 1.0035 0.9850  0.13
H: -1.7164 0.2276 1.8083  0.13
H: 0.7696 -1.6735 -0.9428  0.08
H: 1.4625 -0.6476 0.4238  0.11
H: 0.4392 0.0300 -0.9044  0.11
H: 0.0649 -2.5445 1.5770  0.10
H: -0.6863 -3.0403 0.0645  0.15
H: -1.9972 -1.8755 2.7396  0.07
H: -2.0521 -3.5014 2.2525  0.08
H: -2.9708 -2.2655 1.3587  0.07
H: -1.6386 0.4867 -0.6410  0.09
H: -2.7733 -0.5457 0.1628  0.12
H: -1.2868 -1.7201 -2.1391  0.13
H: -2.6633 -0.7529 -2.3197  0.11
H: -2.5406 -4.0607 -2.2923  0.07
H: -3.6746 -3.0197 -3.0488  0.06
H: -4.0543 -4.0930 -1.5550  0.10
C: -5.9851 3.2796 2.0751  -0.02
C: -7.3218 2.8999 1.3797  -0.13
N: -7.1109 2.4063 -0.0191  -0.28
C: -6.3811 3.4619 -0.7407  0.02
C: -6.3068 1.1785 -0.1279  -0.17
C: -6.9182 -0.0623 0.5316  -0.02
C: -8.4998 2.2141 -0.5554  -0.11
C: -9.2758 3.3631 -1.0801  -0.19
O: -9.6881 4.2588 -0.0353  -0.20
C: -10.3938 5.3774 -0.5060  -0.09
H: -5.4873 4.1006 1.5628  0.09
H: -5.3036 2.4294 2.2075  0.08
H: -6.2659 3.5709 3.0675  0.08
H: -8.0908 3.7284 1.3024  0.15
H: -7.7963 2.1081 1.8801  0.11
H: -6.4383 3.2192 -1.7707  0.11
H: -5.3555 3.3496 -0.5155  0.06
H: -6.7372 4.4567 -0.4537  0.14
H: -5.3762 1.4407 0.3020  0.09
H: -6.1539 1.0090 -1.1950  0.14
H: -6.3403 -0.8966 0.1483  0.09
H: -7.9537 -0.1388 0.2810  0.06
H: -6.7781 -0.0004 1.6294  0.10
H: -9.0208 1.5900 0.1723  0.14
H: -8.3681 1.5535 -1.3992  0.14
H: -10.0757 2.9849 -1.7021  0.14
H: -8.6132 3.9618 -1.7548  0.13
H: -9.9180 6.2842 -0.1439  0.09
H: -11.3845 5.2510 -0.1088  0.09
H: -10.4707 5.4471 -1.6195  0.11
B: -1.6340 -3.9393 -5.2672  -1.26
F: -1.0771 -3.0250 -4.2987  0.06
F: -0.7657 -4.9932 -5.5352  0.12
F: -2.7449 -4.4937 -4.7196  0.15
F: -1.9900 -3.1767 -6.4355  0.08
B: -2.8678 2.5995 -0.8683  -1.29
F: -3.4249 2.4345 0.4077  0.10
F: -1.4595 2.5953 -0.7361  0.10
F: -3.3008 1.5353 -1.6996  0.09
F: -3.3147 3.8314 -1.3386  0.12
B: 3.3543 1.0320 2.4232  -1.25
F: 3.4828 -0.2741 1.9452  0.10
F: 2.3115 1.6821 1.7285  0.09
F: 3.0656 1.0404 3.8300  0.07
F: 4.5841 1.6322 2.1011  0.10
B: 1.6215 -4.7356 2.7766  -1.43
F: 0.6272 -4.2107 3.5609  0.15
F: 2.3083 -5.7611 3.4017  0.13
F: 1.1244 -5.1459 1.5921  0.18
F: 2.5739 -3.7185 2.5906  0.09

## Properties
- Charge: +2
- E_LUMO: -0.1042 hartree
- Energy relative to the best compared isomer or geometry (same formula, charge and spin): 0.00 kcal per mole
- Frontier orbital gap: 9.842 eV
- HOMO level: -0.4658 Ha
- Molecular weight: 1522.21 g mol⁻¹